Entry 1:
Formula: C31H23BrClFeN4O5S
Source: the Open Molecules 2025 dataset
Level of theory: the ωB97M-V functional and the def2-TZVPD basis

orbital gap (alpha / beta) = 6.1 / 6.7 eV
LUMO energy (alpha / beta) = -1.660 / -1.053 eV
multiplicity = 2
HOMO (alpha / beta) = -7.74 / -7.72 eV
net charge = 0

Geometry as XYZ:
```
67
Properties=species:S:1:pos:R:3:lowdin_charge:R:1
H -4.12583 -4.38351 -2.06504 0.1079
H 5.76170 0.97620 -0.57599 0.1113
O 1.34934 1.89563 2.10617 0.0068
H 3.96348 -2.20612 1.63509 0.0769
C -1.75089 5.43172 2.05825 -0.0076
H 4.51794 1.65118 3.85482 0.0912
H 5.43257 -2.91884 -2.33149 0.0974
C -3.08416 -2.49432 -1.97560 0.0041
C -0.56739 3.44622 -2.83294 0.0061
N 4.67125 0.39970 1.71740 0.0683
H 2.10339 -1.93044 0.14914 0.0791
H -1.32872 5.39247 -3.26387 0.1085
C -1.96349 -1.82730 -1.57062 -0.2222
C 3.46159 0.75338 2.40638 -0.7295
O -1.68319 3.84352 0.26972 0.0758
H -4.25689 2.42475 -2.34661 0.1156
C 5.45306 -0.06090 -0.51330 -0.0270
C -1.17865 5.95954 3.19837 -0.0690
O 2.00625 0.35978 0.42256 -0.1372
C 5.26481 -2.24441 -1.50175 -0.1012
S 2.30653 -0.51643 3.05410 0.8549
H -2.52529 4.26680 0.06399 0.1162
H -1.65408 6.79750 3.69253 0.1086
C -2.22870 -4.58615 -1.12968 -0.0291
H 6.15389 -0.54890 -2.47468 0.1017
N 3.74074 1.87665 3.24299 0.0718
H -2.32323 -5.64941 -0.94945 0.1147
C 4.43050 -1.84331 0.73107 -0.0690
C -2.90489 4.00448 -2.79079 -0.6839
C 5.67284 -0.92181 -1.57941 -0.0858
C -3.22292 -3.88188 -1.74229 -0.0607
O 0.54916 2.40347 0.06557 0.0366
C 0.02049 3.80207 1.92322 -0.0454
H 1.51748 3.94555 3.43811 0.1115
C -1.56512 4.37129 -2.99246 -0.0944
H -3.86821 -1.96032 -2.49811 0.1120
H -3.62651 0.18505 -1.90120 0.1384
Cl -4.16398 5.21362 -2.94728 0.6310
C 0.65171 2.64678 1.25689 -0.4330
C -2.20419 1.75757 -2.31029 -0.1440
C 1.22545 -2.51538 -0.08789 -0.0742
C -1.03911 -3.92174 -0.73940 -0.1407
C -0.84508 2.11399 -2.44644 -0.3467
H 4.35166 -3.73550 -0.26194 0.0974
H 5.20271 1.24539 1.57068 0.1205
C -1.15628 4.35805 1.39704 -0.2347
H 2.93587 2.11150 3.80554 0.0645
C 0.58809 4.35773 3.06988 -0.0010
H -0.02626 -5.65199 0.06955 0.1232
C -0.91327 -2.54668 -0.96698 -0.1551
H 0.47243 3.71587 -2.96520 0.1257
H 0.46194 5.85839 4.59041 0.1036
C 4.81507 -0.50821 0.64214 -0.2604
H 2.02831 -4.37843 0.64826 0.1091
C 4.65142 -2.69640 -0.34186 -0.1020
Br -1.33506 0.21486 1.26745 0.3868
C 0.05195 -4.58971 -0.13064 0.0121
C -2.55799 0.41088 -1.99094 -0.0796
C 1.17779 -3.89597 0.18847 -0.0155
C 2.14227 0.82477 1.62870 -0.6790
C 0.00393 5.43288 3.70898 -0.0758
N 0.22778 -1.86541 -0.63255 0.0624
N -1.67181 -0.48572 -1.76966 0.0373
C -3.22048 2.71758 -2.47393 -0.0747
H -2.66620 5.85543 1.65937 0.1193
Fe 0.19495 0.27896 -0.52873 0.6075
O 0.12898 1.27662 -2.22789 -0.1376
```

***

Entry 2:
Formula: C31H23Cl3NP2S3TeTi
Source: the Open Molecules 2025 dataset
Level of theory: the ωB97M-V functional and the def2-TZVPD basis

orbital gap (alpha / beta) = 6.6 / 6.9 eV
LUMO energy (alpha / beta) = 2.286 / 2.132 eV
multiplicity = 3
HOMO (alpha / beta) = -4.36 / -4.76 eV
net charge = -1

Geometry as XYZ:
```
65
Properties=species:S:1:pos:R:3:lowdin_charge:R:1
S -2.86718 0.38144 0.71800 0.3295
C 0.30426 -5.27063 3.61702 -0.0856
H -0.95087 -6.85264 0.90073 0.1036
H -0.59237 -4.59883 -0.08298 0.0825
C -2.86311 -2.41193 2.11846 -0.3269
Te 0.40931 2.52842 1.17571 0.7729
C -1.31037 0.19081 4.62062 -0.0773
H -4.22086 -4.56279 -0.11908 0.1044
Cl 2.17756 0.88173 -1.73375 0.5977
H 0.90842 -3.21065 3.67004 0.1137
H 6.07227 -1.40028 1.87351 0.0969
H -1.44540 4.16156 -1.03847 0.0953
H 2.78220 -3.85300 0.65552 0.1105
H -4.93512 0.71183 5.84037 0.0990
H -0.30313 0.04829 4.24507 0.0926
N -1.42549 1.07980 -2.14776 0.1177
P -2.02451 -0.79149 2.13360 0.4300
H -2.57626 -2.81844 4.20426 0.1091
H -4.50758 -0.18695 3.56871 0.1103
C -2.37838 -0.13492 3.79283 -0.3393
C -3.92029 0.56010 5.49776 -0.0868
Ti -0.56907 0.24089 -0.12141 0.1029
C -0.21529 -6.29418 2.83121 -0.0942
H 1.99240 6.29690 -2.61344 0.0532
C 1.38242 5.64104 -2.01760 -0.4618
C 0.03886 5.44745 -2.07702 -0.2214
C 5.00685 -1.54275 1.74978 -0.0927
H 5.21730 -3.52788 0.97076 0.0988
Cl 0.91555 -0.74769 -4.42915 -0.1725
H -3.53358 -5.09834 4.06951 0.1015
C -2.85334 0.88001 6.32894 -0.0939
C 0.59067 3.91829 -0.40232 -1.0441
C 4.52481 -2.74172 1.24023 -0.0865
H 2.05811 0.07406 2.17773 0.0417
H -3.24637 -2.28178 0.01492 0.0780
C -0.31685 1.18005 -2.50278 -0.4979
H 0.55670 -5.45343 4.65273 0.0990
C 4.12480 -0.52830 2.09071 -0.0760
C 1.00833 1.27531 -2.94226 -1.3508
C 3.16420 -2.92505 1.06666 -0.0839
H -4.36640 -5.96075 1.91481 0.0994
Cl 1.39592 2.56719 -4.01385 0.6296
C 0.18186 -3.77793 1.73130 -0.3390
C -3.86376 -4.18036 0.82777 -0.0816
C -1.55055 0.69939 5.89013 -0.0811
C -0.37952 -0.81423 1.75383 -0.6988
C -0.41319 4.46437 -1.14849 -0.2713
P 0.48354 -2.10090 1.08962 0.4425
C 2.27477 -1.91035 1.40906 -0.3310
C -3.31803 -2.90911 0.89739 -0.1022
S 2.10471 4.61875 -0.84374 0.8733
C -2.94146 -3.20366 3.26007 -0.0824
C -3.68440 0.05520 4.23046 -0.0902
C -0.34296 -4.79617 0.95269 -0.0943
C -3.94585 -4.96482 1.97017 -0.0965
H 4.49460 0.41163 2.47701 0.1034
C 2.75921 -0.71429 1.92408 -0.0926
H -0.60547 5.96963 -2.76844 0.0935
C 0.49989 -4.01435 3.06846 -0.0866
H -0.72239 0.95986 6.53458 0.1000
C -0.53930 -6.05489 1.50554 -0.0849
C -3.48086 -4.47981 3.18296 -0.0877
H -3.04397 1.27864 7.31691 0.0971
H -0.36721 -7.27538 3.26187 0.0977
S 0.20638 -2.00242 -0.92244 0.3346
```

***

Entry 3:
Formula: C31H23ClLaN2O3PS2
Source: the Open Molecules 2025 dataset
Level of theory: the ωB97M-V functional and the def2-TZVPD basis

orbital gap = 5.8 eV
LUMO energy = 4.178 eV
HOMO = -1.60 eV
net charge = -2

Geometry as XYZ:
```
64
Properties=species:S:1:pos:R:3:lowdin_charge:R:1
H 6.92445 3.27838 -1.15135 0.0888
H -0.14155 -1.02611 5.16337 0.0982
C -4.88494 -0.26736 -0.82260 -0.0847
O 1.41500 -1.29646 -1.25220 -0.2854
H 2.87366 1.36323 -2.74075 0.0307
H -1.58300 -6.19840 0.16813 0.0918
C -0.88868 -1.30686 4.43075 -0.0852
C 5.59956 4.96070 -1.10935 -0.7095
La 1.21934 0.76622 -0.28118 1.6381
H -3.56352 0.26322 0.78362 0.0812
C -5.04769 -1.01688 -1.97806 -0.1048
H 4.06756 6.45877 -1.14954 0.0921
O 2.59223 -1.68917 0.59577 0.0022
H 2.39124 -4.63712 -0.22829 0.1143
H 1.65122 2.66912 -2.59427 0.0162
Cl 6.87226 6.09543 -0.68363 0.5492
C -0.65661 -1.07278 3.08327 -0.0730
H 2.28776 4.87415 -1.73780 0.1084
H 5.14978 1.68027 -1.74335 0.1013
C 4.29723 5.40758 -1.27318 -0.1415
H -2.02975 -2.54653 -2.04288 0.1079
C -0.54141 -2.96662 0.14280 -0.2678
C -1.69825 2.93143 -3.47206 -0.3220
C -2.07796 -1.89192 4.84126 -0.1127
H -3.56720 -2.27211 1.82686 0.0961
C -0.90402 -5.35495 0.11810 -0.0969
C 5.90407 3.61932 -1.27902 -0.1502
C 1.32460 -4.48816 -0.10910 -0.0301
C -1.60420 2.83032 -1.05378 -0.7801
C 0.45877 -5.56791 -0.04552 -0.0999
H 2.61723 1.06983 3.56708 0.0586
C -1.39594 -4.06328 0.22597 -0.0894
C -3.03823 -2.23408 3.89879 -0.1015
C -2.80472 -2.01031 2.54956 -0.0979
H -4.13140 -2.41267 -3.32776 0.0954
C 1.71079 -1.98064 -0.22172 -0.7347
H -5.67214 0.40253 -0.49781 0.0978
C -1.38050 2.23989 -2.26927 -0.7831
C -4.02364 -1.84757 -2.40961 -0.0937
H -5.95906 -0.93247 -2.55841 0.0904
C -2.84760 -1.93576 -1.68402 -0.1260
C -3.70915 -0.35594 -0.09210 -0.1203
C -2.68653 -1.20487 -0.50832 -0.4049
H 0.25307 -0.57881 2.75186 0.0854
C 3.30119 4.51047 -1.60936 -0.0616
C 4.90180 2.72889 -1.61422 -0.0757
C 3.55673 3.13097 -1.79693 -0.3571
H -2.26442 -2.06231 5.89530 0.0890
H 3.62772 0.56399 2.20610 0.0630
H -3.97225 -2.68116 4.22016 0.0916
N -1.93499 3.47638 -4.46133 0.1200
C -1.60543 -1.44123 2.12795 -0.3294
H -2.45781 -3.90368 0.36589 0.1000
O 1.67950 1.10541 1.73480 -0.6361
P -1.08442 -1.19762 0.36975 1.0249
H 3.22923 2.27984 2.43970 0.0643
C 0.82646 -3.19444 -0.03267 -0.1364
C -2.16431 4.13484 -0.99681 -0.3283
C 2.51190 2.19033 -2.12254 -0.2707
N -2.61138 5.19746 -0.93102 0.1153
S -0.71528 0.64582 -2.48738 0.5057
H 0.84340 -6.57798 -0.12696 0.0911
C 2.82125 1.25781 2.49715 -0.2802
S -1.26099 2.08155 0.49217 0.4621
```

***

Entry 4:
Formula: C31H23N3ORuS5SbSe
Source: the Open Molecules 2025 dataset
Level of theory: the ωB97M-V functional and the def2-TZVPD basis

orbital gap (alpha / beta) = 4.8 / 4.6 eV
LUMO energy (alpha / beta) = 3.924 / 3.931 eV
multiplicity = 2
HOMO (alpha / beta) = -0.85 / -0.69 eV
net charge = -2

Geometry as XYZ:
```
66
Properties=species:S:1:pos:R:3:lowdin_charge:R:1
H -3.65316 6.69830 2.01195 0.0870
H -1.69519 5.94816 5.75437 0.0891
H -5.98384 2.31950 -2.58989 0.0872
C -4.99707 1.88442 -2.67709 -0.1055
C -1.87865 5.68110 4.71894 -0.1080
C -2.97819 6.10447 2.62114 -0.1190
C 3.72451 2.85498 3.32272 -0.0950
H -5.14604 1.34096 -4.76762 0.0882
C -0.98357 -5.69362 -3.61080 -0.1017
C -0.23533 -3.49743 -2.05546 -0.3739
C -1.98574 -4.86313 -2.94001 -0.0863
H 1.06724 -6.05004 -4.01803 0.0995
C -4.52364 1.34266 -3.87804 -0.1264
H -3.17068 1.77283 3.26390 0.0938
C -1.10296 1.25009 3.58948 -0.3717
H 2.34034 1.25140 3.09069 0.0147
S -0.82913 0.17446 -2.74355 0.5563
O -2.21891 1.35920 -0.54010 -0.3244
C -2.33880 4.98566 2.07439 -0.1448
H 3.14656 6.11310 2.59245 0.0859
H -1.31386 -6.54991 -4.18668 0.0874
C 2.96102 5.05147 2.72395 -0.1202
C -3.26309 0.80606 -3.91236 -0.1206
C 1.42915 3.15670 2.58319 -0.3654
S 1.22792 -0.10919 0.80473 0.2756
H 0.82425 0.46038 4.16129 0.0383
Sb -0.50925 2.43381 1.90289 1.4989
C -4.18004 1.85296 -1.57963 -0.0423
C 3.97463 4.21533 3.18019 -0.1262
C 0.32630 -5.43407 -3.52504 -0.0493
C -1.64235 -3.81024 -2.19056 -0.0114
H -2.45553 -0.88109 6.54566 0.0864
N -2.92357 1.33866 -1.62283 -0.2488
N 0.23129 -2.50501 -1.33715 -0.3936
H -2.86634 0.36263 -4.81696 0.0889
C 2.47125 2.32722 3.01686 -0.1409
C -0.72048 -0.26848 5.43657 -0.0892
C -2.74835 6.45216 3.94504 -0.1273
H -4.02038 0.44140 5.14503 0.0905
H -3.03404 -5.11168 -3.05009 0.0931
C -2.47082 1.21297 3.87755 -0.1499
S 2.49323 -1.60080 3.09910 0.3294
H -0.58206 3.97691 4.78466 0.1018
H -2.52676 4.72232 1.03514 0.0844
C -2.07781 -0.28064 5.72569 -0.1108
C -1.25121 4.57104 4.16866 -0.1280
H 4.95561 4.61991 3.40742 0.0839
N 2.00393 -3.91314 -2.58143 -0.2479
C -2.95592 0.46144 4.94028 -0.1089
C 1.70566 4.52331 2.42945 -0.1528
H -0.02786 -0.86654 6.01981 0.0978
C -2.39576 -1.21984 0.56056 -1.0779
H -2.35804 -3.18406 -1.67978 0.0943
H -4.45279 2.22970 -0.60542 0.1264
C -2.40719 0.79183 -2.78162 -0.7110
S -3.73563 -1.62365 1.32736 0.4211
C 0.75807 -4.29184 -2.73722 -0.4022
H 4.50945 2.18397 3.65777 0.0972
Se 1.96711 -2.51158 -1.51000 1.1033
C -0.23539 0.49428 4.37662 -0.1291
H 0.92751 5.19543 2.08123 0.0840
H -3.24103 7.31709 4.37597 0.0839
C 1.26093 -1.42260 1.94321 -1.8162
C -1.46701 4.19781 2.83261 -0.3820
Ru -0.89011 -0.83696 -0.26490 0.5738
S -0.07007 -2.47729 1.74512 0.4665
```

***

Result set for energy relative to the best compared isomer or geometry (same formula, charge and spin): 1.906; 0.301; 0.618; 2.390 eV, one per record in the order listed.
Result set for max |F|: 1.59; 0.91; 2.80; 3.33 eV/Å, one per record in the order listed.